Entry 1:
Below is a structure of composition C45H63CsN6O6P2S2 at a distorted geometry, with properties calculated with ωB97M-V/def2-TZVPD.

Each line ends with the Mulliken charge.
Atoms and positions in Å:
Cs: -0.9255 0.2820 -0.0799  0.276
C: -4.8703 1.7503 2.9352  -0.763
C: -5.0467 0.3157 2.3217  -0.878
N: -3.8134 -0.3741 1.9947  0.874
C: -4.0336 -1.7876 1.6383  -0.832
C: -4.7692 -2.0521 0.2718  -0.887
N: -4.7405 -0.9288 -0.6655  0.316
C: -5.8133 -0.8256 -1.6657  -0.739
C: -6.1863 0.5998 -2.0881  -0.626
C: -4.9939 1.5168 -2.4194  -0.873
N: -4.2760 1.8469 -1.1717  0.628
C: -4.1539 3.2140 -0.8940  0.268
C: -4.0239 3.5959 0.6141  -1.601
N: -3.1071 2.8459 1.4173  0.920
C: -3.4667 2.4284 2.7422  -0.500
H: -4.9132 1.6067 4.0239  0.448
H: -5.7010 2.4226 2.6585  0.370
H: -5.6987 0.3692 1.4078  0.137
H: -5.6046 -0.2758 3.0629  0.519
H: -2.9994 -0.1965 2.5801  -0.386
H: -4.5727 -2.2067 2.4309  0.449
H: -3.0720 -2.2930 1.5954  0.338
H: -5.8023 -2.3945 0.3986  0.316
H: -4.2947 -2.9481 -0.1355  0.345
H: -3.8277 -0.9621 -1.1657  -0.075
H: -6.7722 -1.2138 -1.3166  0.358
H: -5.5455 -1.5228 -2.5103  0.353
H: -6.7314 1.0686 -1.2365  0.247
H: -6.8811 0.4926 -2.9510  0.373
H: -5.3902 2.4689 -2.8293  0.412
H: -4.3105 0.9882 -3.1269  0.289
H: -4.5244 1.2523 -0.3847  -0.144
H: -5.0057 3.7928 -1.3026  0.389
H: -3.1901 3.5580 -1.4563  -0.247
H: -4.9879 3.5742 1.1208  0.396
H: -3.6917 4.6261 0.5001  0.405
H: -2.1030 3.1535 1.3204  0.078
H: -3.4949 3.3557 3.4114  0.192
H: -2.7319 1.7311 3.1536  -0.026
S: -0.4042 -1.7536 -2.8572  -0.377
P: 1.6534 -1.7019 -2.6541  1.066
C: 2.4303 -1.9808 -1.2215  -0.741
P: 3.0054 -1.9298 0.2924  0.447
S: 1.7984 -1.2676 1.8544  -0.127
C: 3.1981 -3.6889 0.8229  -0.355
C: 4.1925 -4.0539 1.6898  0.115
C: 4.3129 -5.3839 2.1248  -0.734
C: 3.4882 -6.3208 1.6075  -0.455
C: 2.5137 -5.9899 0.6622  -0.850
C: 2.3814 -4.6659 0.2491  0.126
C: 4.7039 -1.2743 0.3369  -0.128
C: 5.7628 -1.9197 -0.2607  0.284
C: 7.0357 -1.3302 -0.2682  -0.844
C: 7.2120 -0.1589 0.4112  -0.450
C: 6.2034 0.4079 1.1754  -0.568
C: 4.9104 -0.0719 1.0383  -0.382
C: 2.1063 -3.1509 -3.7861  -0.172
C: 1.3516 -3.3731 -4.9151  0.001
C: 1.2718 -4.6643 -5.5349  -0.883
C: 1.9524 -5.7047 -4.9546  -0.312
C: 2.8604 -5.4933 -3.8768  -0.683
C: 2.9740 -4.2135 -3.3672  -0.110
C: 2.4759 -0.3788 -3.6156  0.212
C: 1.9733 0.1120 -4.8137  -0.528
C: 2.8170 0.8631 -5.6257  -0.417
C: 4.0931 1.1977 -5.2624  -0.423
C: 4.6072 0.7606 -4.0627  -0.464
C: 3.7549 0.0386 -3.1734  -0.412
H: 4.9134 -3.2768 2.0188  0.260
H: 5.1373 -5.6249 2.7714  0.395
H: 3.5915 -7.3717 1.8633  0.322
H: 1.8188 -6.6935 0.2378  0.435
H: 1.7090 -4.4474 -0.5611  0.346
H: 5.7190 -2.9182 -0.7117  0.293
H: 7.9027 -1.6826 -0.8136  0.352
H: 8.1784 0.2972 0.3993  0.368
H: 6.3584 1.2635 1.8008  0.383
H: 4.0617 0.5457 1.3331  0.239
H: 0.6793 -2.5639 -5.2754  0.169
H: 0.5588 -4.8263 -6.3328  0.342
H: 1.8736 -6.6841 -5.4040  0.328
H: 3.5293 -6.2622 -3.5290  0.405
H: 3.6520 -3.9768 -2.5715  0.368
H: 0.9638 -0.0934 -5.1833  0.340
H: 2.4606 1.1917 -6.6305  0.267
H: 4.7273 1.7600 -5.9432  0.346
H: 5.6259 0.9711 -3.7785  0.428
H: 4.0774 -0.2228 -2.2112  0.105
O: 0.8085 2.7986 -1.4618  -0.505
H: -0.1444 3.0880 -1.4917  0.337
H: 1.0202 2.7965 -0.4872  0.443
C: -0.6948 -1.6317 5.5261  -0.959
C: -1.3058 -0.2431 5.1647  -0.382
O: -1.3411 0.0471 3.7221  -0.112
H: -0.3089 -1.6707 6.5643  0.341
H: 0.1734 -1.8996 4.8755  0.158
H: -1.4443 -2.3949 5.3700  0.284
H: -0.7640 0.5376 5.7150  0.361
H: -2.3703 -0.1526 5.5169  0.317
H: -0.5343 0.5015 3.4751  -0.069
O: -0.7347 -3.0251 0.8457  -0.499
H: 0.1719 -2.5873 0.9365  -0.018
H: -0.8130 -3.1250 -0.1348  0.336
N: -2.4020 5.3695 -3.8560  -0.449
C: -1.4854 4.5063 -3.2981  0.349
N: -0.1857 4.6926 -3.6392  -0.320
O: -1.8244 3.6266 -2.4687  -0.598
H: -2.0892 5.9592 -4.6208  0.172
H: -3.3949 5.1506 -4.0013  0.255
H: 0.0749 5.4647 -4.2511  0.153
H: 0.5313 4.1598 -3.1353  0.237
O: 1.5310 2.5014 1.1487  -0.922
C: 0.7237 2.8389 2.0644  0.029
O: -0.5539 2.4799 1.9968  -0.638
C: 1.2280 3.4813 3.3562  0.546
C: 2.5256 3.1775 3.7709  -0.503
C: 2.9291 3.6992 4.9947  -0.485
C: 2.1462 4.5845 5.7513  -0.540
C: 0.8590 4.8245 5.3288  -0.575
C: 0.4066 4.2425 4.1496  0.119
H: 3.1958 2.6704 3.0715  0.350
H: 3.8542 3.3695 5.4569  0.342
H: 2.5437 5.0538 6.6236  0.410
H: 0.2234 5.5293 5.8778  0.362
H: -0.6625 4.4096 3.8492  0.227

As for the net charge: -2. The strongest force on any atom is 0.0762 hartree/bohr. The lowest unoccupied orbital energy comes out at 3.329 eV. The frontier orbital gap is 4.4 eV.

Entry 2:
Below is a structure of composition BeFH6O3 at a distorted geometry, with properties calculated with ωB97M-V/def2-TZVPD.

Each line ends with the natural charge from an NBO analysis.
Atoms and positions in Å:
Be: 0.3028 0.2902 0.0184  1.696
F: 1.6933 0.8714 -0.2770  -0.876
O: -0.9226 1.4362 -0.1732  -0.992
H: -0.6294 2.0462 -0.8441  0.534
H: -1.7919 1.1382 -0.5449  0.523
O: 0.2847 -0.2888 1.6277  -0.985
H: -0.0046 -1.2377 1.6758  0.518
H: 1.1105 -0.3092 2.0327  0.529
O: -0.0126 -0.9991 -0.9305  -1.040
H: -0.7570 -1.5845 -1.1271  0.538
H: 0.7270 -1.3630 -1.4577  0.555

As for the net charge: +1. The strongest force on any atom is 0.0721 hartree/bohr. The lowest unoccupied orbital energy comes out at -4.374 eV. The calculation puts the energy relative to the best compared isomer or geometry (same formula, charge and spin) at 0.0 kcal per mole. The frontier orbital gap is 12.1 eV.

Entry 3:
Below is a structure of composition C47H63BrClCsN5O7 at a distorted geometry, with properties calculated with ωB97M-V/def2-TZVPD.

Each line ends with the Löwdin spin population.
Atoms and positions in Å:
Cs: 0.7826 -0.8294 0.5004  0.004
O: -2.9987 2.4687 7.1034  0.000
C: -1.7930 1.7924 6.9139  0.000
C: -0.7717 2.1067 7.8236  0.000
C: 0.4215 1.3695 7.8810  0.000
C: 0.6218 0.3810 6.9944  0.000
C: -0.3313 0.1053 6.0318  0.000
C: -1.5424 0.8058 5.9599  0.000
C: -2.5808 0.5055 4.8201  0.000
O: -2.2131 1.3490 3.7071  0.000
N: -2.5612 -0.8792 4.4401  0.000
N: -3.5234 -1.0344 3.4908  0.000
C: -3.1586 -1.8565 2.5753  0.000
C: -4.0149 -2.4544 1.6026  0.000
Br: -5.7404 -1.6502 1.6420  0.000
C: -3.5285 -3.3759 0.7890  0.000
C: -4.2321 -4.2046 -0.2096  0.000
C: -3.6020 -4.1935 -1.4649  0.000
C: -4.2023 -4.9183 -2.5165  0.000
C: -5.3544 -5.6964 -2.2414  0.000
C: -6.0067 -5.7205 -0.9979  0.000
C: -5.3917 -4.9481 0.0170  0.000
H: -2.7570 3.3120 7.5471  0.000
H: -0.9279 2.8454 8.6115  0.000
H: 1.1086 1.6255 8.6475  0.000
H: 1.5373 -0.1800 6.9782  0.000
H: -0.1819 -0.6862 5.3042  0.000
H: -3.5665 0.7366 5.2506  0.000
H: -1.6673 -1.2857 4.1228  0.000
H: -2.1592 -2.3482 2.6780  0.000
H: -2.4527 -3.4803 0.7727  0.000
H: -2.6452 -3.7433 -1.5784  0.001
H: -3.7795 -4.8410 -3.4970  0.000
H: -5.7365 -6.2691 -3.0031  0.000
H: -6.9098 -6.2805 -0.7866  0.000
H: -5.9563 -4.8787 0.9470  0.000
O: -3.3876 3.5203 1.3652  0.000
H: -3.6367 3.4216 0.4724  0.000
H: -3.4460 2.6310 1.8012  0.000
Cl: 0.2262 -2.4623 3.2724  0.000
O: 3.5779 -1.1881 2.8605  0.000
H: 3.7526 -1.0269 1.8960  0.000
H: 2.7215 -1.6070 3.0171  0.000
O: -3.7146 3.9876 -1.6437  0.000
N: -2.4672 4.1915 -1.8807  0.000
C: -1.5838 3.2163 -2.3197  0.000
C: -0.2575 3.5418 -2.5501  0.001
C: 0.1913 4.8421 -2.3696  0.000
C: -0.7020 5.8473 -2.0385  0.000
C: -2.0287 5.4703 -1.8045  0.000
H: -1.9752 2.2016 -2.1446  0.000
H: 0.4392 2.7366 -2.8151  0.001
H: 1.1997 5.1298 -2.5420  0.000
H: -0.3689 6.8914 -1.8480  0.000
H: -2.7513 6.1466 -1.4763  0.000
C: 4.1995 2.7475 -0.3362  0.000
C: 5.5018 2.0576 0.0338  0.000
C: 5.6229 1.8632 1.5192  0.000
C: 5.7192 0.8105 -0.7677  0.000
C: 6.7791 0.8523 -1.6690  0.000
C: 7.1076 -0.1346 -2.5412  0.000
C: 6.2965 -1.2469 -2.5205  0.000
C: 5.2273 -1.4221 -1.6752  0.000
C: 4.4084 -2.6727 -1.6626  0.000
C: 3.1582 -2.5199 -2.4857  0.001
C: 5.0797 -3.9481 -2.0994  0.000
C: 4.8768 -0.3414 -0.7348  0.000
O: 3.8676 -0.3629 0.0748  0.000
H: 3.9020 3.3585 0.4791  0.000
H: 3.3762 2.0501 -0.4482  0.000
H: 4.2138 3.2953 -1.2729  0.000
H: 6.4001 2.6862 -0.1780  0.000
H: 4.7247 1.2104 1.8554  0.000
H: 5.5511 2.8830 2.0079  0.000
H: 6.5888 1.4455 1.7863  0.000
H: 7.4899 1.7619 -1.5540  0.000
H: 7.9651 -0.1003 -3.1900  0.000
H: 6.5613 -2.0304 -3.1749  0.000
H: 3.9911 -2.8215 -0.6490  0.000
H: 3.3951 -2.6195 -3.6061  0.000
H: 2.6487 -1.5226 -2.2974  0.000
H: 2.3947 -3.2586 -2.1633  0.001
H: 5.3940 -3.8796 -3.1258  0.000
H: 4.4568 -4.8020 -2.0529  0.000
H: 5.9634 -4.2493 -1.4686  0.000
N: -0.4566 3.5963 3.7386  0.000
C: 0.8985 3.0815 4.0606  0.000
C: 1.1893 1.8662 3.2093  0.000
N: 1.0548 2.1998 1.7677  0.000
C: -0.1605 2.9026 1.4260  0.000
C: -0.4843 4.1120 2.3545  0.000
H: -0.7218 4.3755 4.3207  0.000
H: -1.8013 2.1992 4.0331  0.000
H: 0.9952 2.8347 5.1410  0.000
H: 1.6793 3.8375 3.8492  0.000
H: 0.5217 1.0426 3.3655  0.000
H: 2.2217 1.4538 3.4023  0.000
H: 1.8781 2.6379 1.4095  0.000
H: -1.0207 2.1809 1.5725  0.000
H: -0.1095 3.1820 0.3711  0.000
H: -1.4322 4.5078 2.0471  0.000
H: 0.2407 4.9298 2.2243  0.000
C: -4.0306 -3.5809 -6.4383  0.022
C: -3.0481 -2.7740 -5.6614  0.111
C: -1.7575 -2.6729 -6.0888  -0.007
C: -0.8061 -1.9054 -5.3746  0.111
C: 0.6520 -1.8682 -5.8883  0.021
C: -1.2020 -1.1763 -4.1977  0.078
C: -0.2351 -0.6424 -3.2241  0.236
O: -0.4995 0.1638 -2.3370  0.242
C: -2.5968 -1.1322 -3.8662  0.105
C: -3.2457 -0.3212 -2.8193  0.019
C: -3.4497 -1.9267 -4.6719  -0.002
H: -4.9927 -3.4948 -5.9748  0.000
H: -3.6474 -4.6088 -6.4167  0.006
H: -4.1696 -3.2111 -7.4071  0.006
H: -1.4935 -3.3350 -6.9378  -0.003
H: 0.8127 -2.2355 -6.8486  0.001
H: 1.1908 -2.5121 -5.2249  0.005
H: 1.0495 -0.8911 -5.7155  0.007
H: 0.8117 -0.9627 -3.4010  0.020
H: -2.8583 0.7002 -2.7753  0.003
H: -2.9632 -0.6349 -1.8240  0.007
H: -4.3037 -0.4102 -2.8742  0.000
H: -4.5441 -1.7374 -4.5175  -0.002

As for the net charge: -2. As for the expectation value of S²: 0.777. The strongest force on any atom is 0.0833 hartree/bohr. The lowest unoccupied orbital energy (alpha / beta) comes out at 3.386 / 3.385 eV. Its spin multiplicity is 2. The frontier orbital gap (alpha / beta) is 3.3 / 5.7 eV.